Below is a 2-piece molecular cluster, C2H3FN2O5 overall at a distorted geometry, with properties calculated with wB97M-V/def2-TZVPD.

Structure (XYZ):
```
13
Properties=species:S:1:pos:R:3:lowdin_charge:R:1
C -0.45980 0.50894 -0.21741 -0.227
C 0.96938 0.96387 -0.14067 -0.212
N 5.07825 -0.25155 -0.14097 -0.198
N 2.03989 0.17694 0.05343 -0.311
O 5.52865 0.38914 0.66425 0.308
O 1.96650 -1.03524 0.28475 -0.066
O 5.06208 -1.10167 -0.84560 0.343
O 3.29091 0.69614 0.00236 -0.065
O -0.72847 -0.80765 -0.60157 -0.080
F 1.26869 2.24650 -0.40030 0.085
H -1.09068 1.23922 -0.88211 0.148
H -1.08094 0.80579 0.81721 0.163
H 0.02390 -1.35549 -0.17926 0.111
```

The HOMO energy (alpha / beta) is -8.0563 / -8.0566 eV. The strongest force on any atom is 0.0846 Eh/bohr. The total energy comes out at -663.2329 Ha.

=====

Below is one molecule with the formula C2H3FN4 at a distorted geometry, with properties calculated with wB97M-V/def2-TZVPD.

Structure (XYZ):
```
10
Properties=species:S:1:pos:R:3:lowdin_charge:R:1
F -1.99854 0.93359 -0.87916 -0.031
C -1.56430 0.21209 0.19903 -0.170
C -0.12168 -0.07955 0.04847 -0.351
N 0.31953 -1.11114 -0.70622 0.072
N 1.63606 -1.06483 -0.67048 0.027
N 1.89896 -0.00033 0.04090 -0.084
N 0.88511 0.67094 0.48844 0.125
H -2.08107 -0.72740 0.19320 0.109
H -1.82540 0.79350 1.09728 0.127
H 2.85132 0.37315 0.18854 0.175
```

The structure (SMILES) is FCc1nn[nH]n1. The HOMO energy is -11.2784 eV. The strongest force on any atom is 0.0458 Eh/bohr. The total energy comes out at -396.8577 Ha.

=====

Below is one molecule with the formula C2H3FN4 at a distorted geometry, with properties calculated with wB97M-V/def2-TZVPD.

Structure (XYZ):
```
10
Properties=species:S:1:pos:R:3:lowdin_charge:R:1
N 1.94880 -0.65127 0.04079 -0.014
N 0.48426 -0.42426 -0.22498 -0.119
N -0.52199 -1.39594 -0.00978 -0.008
N -1.61246 -0.84124 0.12165 -0.021
C -1.50472 0.55756 -0.06398 -0.075
C -0.21176 0.76233 -0.00005 -0.365
F 0.63984 1.77915 0.00033 0.102
H 2.46591 -1.53631 -0.54483 0.159
H 2.26690 -0.64102 1.22579 0.179
H -2.28268 1.43458 0.20649 0.163
```

The structure (SMILES) is Nn1nncc1F. The HOMO energy is -9.6477 eV. The strongest force on any atom is 0.1126 Eh/bohr. The total energy comes out at -396.7276 Ha.

=====

Below is an isolated ion of composition C2H3FNO3 and charge -1 at a distorted geometry, with properties calculated with wB97M-V/def2-TZVPD.

Structure (XYZ):
```
10
Properties=species:S:1:pos:R:3:lowdin_charge:R:1
N 1.04704 0.61063 0.26037 -0.085
O 1.02426 -0.46639 -0.54851 -0.230
C -0.55878 -0.94505 -1.13578 -0.116
F -0.98052 0.26055 -1.48363 0.024
C -0.60044 -2.03975 -2.27149 -0.680
O -1.00921 -3.12477 -1.76185 -0.085
O -0.42235 -1.74200 -3.45480 -0.031
H 0.42358 0.37049 0.98209 0.034
H 0.65671 1.50334 -0.09518 0.073
H -0.98880 -1.15125 -0.21860 0.095
```

The structure (SMILES) is NO[C@@H](F)C(=O)[O-]. The HOMO energy is -4.6802 eV. The strongest force on any atom is 0.0864 Eh/bohr. Its net charge is -1. The total energy comes out at -458.3107 Ha.

=====

Below is a 2-piece molecular cluster, C2H3FNP overall at a distorted geometry, with properties calculated with wB97M-V/def2-TZVPD.

Structure (XYZ):
```
8
Properties=species:S:1:pos:R:3:lowdin_charge:R:1
C 0.34535 -0.46569 -0.38997 -0.661
C 0.21491 0.95442 -0.34787 -0.281
N 1.11755 -1.34275 -0.17899 0.137
F -1.89004 0.11901 0.96380 -0.452
P -1.40892 0.18019 -0.67629 0.924
H -0.08180 1.11637 1.49210 0.274
H 0.75258 1.74132 -0.75489 0.012
H 0.95037 -2.30287 -0.10788 0.047
```

The HOMO energy (alpha / beta) is -8.5595 / -8.5600 eV. The strongest force on any atom is 0.0976 Eh/bohr. The total energy comes out at -573.8088 Ha.

=====

Below is one molecule with the formula C2H3FO2 at a distorted geometry, with properties calculated with wB97M-V/def2-TZVPD.

Structure (XYZ):
```
8
Properties=species:S:1:pos:R:3:lowdin_charge:R:1
F -1.09533 -1.41431 0.30065 0.049
C -0.45477 -0.43861 -0.39699 -0.345
C 0.67107 0.23920 0.35933 -0.076
O -0.11420 1.44283 0.31280 -0.050
O -1.16421 0.77534 -0.39080 0.011
H -0.27669 -0.83488 -1.40416 0.159
H 0.81183 -0.11710 1.38156 0.128
H 1.62232 0.34753 -0.16239 0.124
```

The structure (SMILES) is F[C@@H]1COO1. The HOMO energy is -10.0443 eV. The strongest force on any atom is 0.0228 Eh/bohr. The total energy comes out at -328.2185 Ha.

=====

Below is one molecule with the formula C2H3FO2 at a distorted geometry, with properties calculated with wB97M-V/def2-TZVPD.

Structure (XYZ):
```
8
Properties=species:S:1:pos:R:3:lowdin_charge:R:1
O 1.16329 -0.64465 -0.73504 0.105
C 0.21078 -0.42506 0.23702 -0.580
F 0.53954 -1.09301 1.38291 0.104
C -0.48797 0.87176 0.24753 -0.015
O -1.10855 -0.34610 -0.09245 0.076
H 1.04847 -1.28348 -1.43568 0.116
H -0.97766 1.37659 0.96952 0.082
H -0.38790 1.54394 -0.57382 0.112
```

The structure (SMILES) is O[C@@]1(F)CO1. The HOMO energy is -11.1288 eV. The strongest force on any atom is 0.0703 Eh/bohr. The total energy comes out at -328.2936 Ha.

=====

Below is C2H3FO2Rb as an isolated structure at a distorted geometry, with properties calculated with wB97M-V/def2-TZVPD.

Structure (XYZ):
```
9
Properties=species:S:1:pos:R:3:lowdin_charge:R:1
F 2.41571 4.64812 -2.30989 -0.095
H 2.54954 5.43787 -1.81233 0.096
O 1.24607 -0.37928 -0.07804 -0.050
C 2.07864 -1.23198 -0.03470 -0.150
C 1.89847 -2.65641 0.52037 -0.510
O 0.65521 -2.84724 0.98139 -0.433
H 2.71705 -2.74441 1.27088 0.096
H 2.20859 -3.30280 -0.33317 0.097
Rb -1.67426 -1.11470 1.10781 0.949
```

As for the spin multiplicity: 2. As for the expectation value of S²: 0.753. The HOMO energy (alpha / beta) is -5.9551 / -7.0469 eV. The strongest force on any atom is 0.0238 Eh/bohr. The total energy comes out at -352.3473 Ha.

=====

Below is one molecule with the formula C2H3FO2S at a distorted geometry, with properties calculated with wB97M-V/def2-TZVPD.

Structure (XYZ):
```
9
Properties=species:S:1:pos:R:3:lowdin_charge:R:1
C 0.35878 -0.23104 -0.25631 -0.014
C -0.45817 0.21861 0.66063 -0.217
S -0.17075 -0.37130 2.36384 0.681
O 1.05316 -1.06491 2.45987 -0.257
O -0.40759 0.57695 3.43608 -0.280
F -1.43573 -1.43977 2.39815 -0.214
H 0.23883 0.18552 -1.32179 0.110
H 1.16598 -0.88722 -0.08310 0.056
H -1.27907 0.99102 0.37411 0.136
```

The structure (SMILES) is C=CS(=O)(=O)F. The HOMO energy is -11.8569 eV. The strongest force on any atom is 0.0572 Eh/bohr. The total energy comes out at -726.4849 Ha.

=====

Below is one molecule with the formula C2H3FO3 at a distorted geometry, with properties calculated with wB97M-V/def2-TZVPD.

Structure (XYZ):
```
9
Properties=species:S:1:pos:R:3:lowdin_charge:R:1
C 1.37193 -0.04379 -0.09855 -0.645
C -1.32390 -0.33751 -0.12971 -0.174
O 1.74244 -0.92986 -0.76339 0.307
O 2.00636 0.97025 0.53457 0.087
O 0.00105 0.18090 0.25072 0.047
F -1.75614 -1.36425 0.62070 0.029
H -1.39937 -0.60260 -1.11083 0.101
H -2.10874 0.37611 -0.05602 0.126
H 1.46636 1.75074 0.75251 0.123
```

As for the spin multiplicity: 3. As for the expectation value of S²: 2.008. The HOMO energy (alpha / beta) is -4.7617 / -12.0123 eV. The strongest force on any atom is 0.2733 Eh/bohr. The total energy comes out at -403.3218 Ha.

=====

Below is C2H3FOSr as an isolated structure at a distorted geometry, with properties calculated with wB97M-V/def2-TZVPD.

Structure (XYZ):
```
8
Properties=species:S:1:pos:R:3:lowdin_charge:R:1
H -0.43611 -1.74715 -0.62064 0.224
C -1.59143 0.03135 -0.48347 -0.125
C -1.48858 -0.82884 0.58186 -0.235
O -0.26329 -1.39096 0.44213 -0.341
H -2.51120 0.55392 -0.73479 0.121
F -0.49267 0.88058 -0.51314 -0.187
H -2.32665 -1.48322 0.82948 0.129
Sr 1.64392 0.18583 0.72437 1.415
```

As for the spin multiplicity: 2. As for the expectation value of S²: 0.752. The HOMO energy (alpha / beta) is -9.3983 / -13.4932 eV. The strongest force on any atom is 0.1005 Eh/bohr. Its net charge is +1. The total energy comes out at -283.4396 Ha.

=====

Below is C2H3FOTl as an isolated structure at a distorted geometry, with properties calculated with wB97M-V/def2-TZVPD.

Structure (XYZ):
```
8
Properties=species:S:1:pos:R:3:lowdin_charge:R:1
H 0.72353 2.71130 -3.51049 0.212
O 0.38428 0.22067 -5.58544 -0.288
C 1.07823 0.55464 -4.57888 -0.331
C 0.55126 1.29462 -3.51671 -0.005
H 2.05056 0.05919 -4.41024 0.126
H 0.83070 1.10733 -2.48099 0.048
F -1.59658 1.29993 -3.91879 -0.627
Tl -1.89264 0.42977 -5.82350 0.866
```

As for the spin multiplicity: 2. As for the expectation value of S²: 0.759. The HOMO energy (alpha / beta) is -8.2611 / -9.3251 eV. The strongest force on any atom is 0.1270 Eh/bohr. The total energy comes out at -425.4621 Ha.

=====

Computed energy above the lowest of the compared OMol25 structures with the same formula, charge and spin, in the same sequence as the records: 75.08; 22.02; 103.66; 17.02; 77.95; 85.68; 38.52; 17.81; 29.58; 0.00; 56.90; 0.00 kcal/mol.